Version A
ORCA calculation (wB97M-V/def2-TZVPD) on 2 unconnected molecules or ions with the total composition C5H6N2O.

Each atom is followed by the atoms it is bonded to, with distances in Å.
Atoms and positions in Å:
1 C 0.40605 -2.49715 -0.52798  C2 1.348, N6 1.398, H9 1.085
2 C -0.37286 -1.41318 -0.71363  C1 1.348, N7 1.412, H10 1.115
3 C 1.00175 -1.07108 0.88562  N6 1.285, N7 1.290, H11 1.104
4 C -0.10185 4.17087 -0.42274  O8 1.127
5 C -0.71799 0.71011 0.45575  N7 1.445, H12 1.163, H13 1.115, H14 1.103
6 N 1.28988 -2.27257 0.53153  C1 1.398, C3 1.285
7 N 0.10764 -0.44659 0.19663  C2 1.412, C3 1.290, C5 1.445
8 O 0.05184 5.17063 -0.91957  C4 1.127
9 H 0.37700 -3.34745 -1.20131  C1 1.085
10 H -1.06076 -1.23766 -1.57350  C2 1.115
11 H 1.56030 -0.72238 1.77235  C3 1.104
12 H 0.02369 1.60635 0.44959  C5 1.163
13 H -1.15510 0.49153 1.45831  C5 1.115
14 H -1.40957 0.85857 -0.39107  C5 1.103

Results
* gap between HOMO and LUMO: 9.786 eV
* M: 110.12 g mol⁻¹
* highest occupied orbital energy: -0.329 Ha

Let us look at the natural (NBO) charges, expressed in e, one per atom: number 1, C, carries -0.09; number 2, C, carries -0.14; number 3, C, carries 0.18; number 4, C, carries 0.49; number 5, C, carries -0.41; number 6, N, carries -0.47; number 7, N, carries -0.36; number 8, O, carries -0.49; number 9, H, carries 0.21; number 10, H, carries 0.22; number 11, H, carries 0.20; number 12, H, carries 0.22; number 13, H, carries 0.21; number 14, H, carries 0.22


Version B
ORCA calculation (wB97M-V/def2-TZVPD) on C5H6N2O in the gas phase.

Each atom is followed by the atoms it is bonded to, with distances in Å.
Atoms and positions in Å:
1 O -1.80866 -1.02193 -0.13294  C2 1.297
2 C -1.65130 0.21570 -0.48797  O1 1.297, C3 1.629, H9 1.218
3 C -0.63094 1.29278 0.18424  C2 1.629, C4 1.513, N8 1.460, H10 1.068
4 C 0.25561 0.41211 1.03670  C3 1.513, C5 1.557, N8 1.394, H11 1.156
5 C 0.52217 -1.10296 0.79488  C4 1.557, C6 1.587, H12 1.069, H13 1.186
6 C 1.37959 -0.91334 -0.52717  C5 1.587, N7 1.285, H14 1.011
7 N 1.39040 0.27457 -1.01722  C6 1.285, N8 1.450
8 N 0.80768 1.14405 -0.01347  C3 1.460, C4 1.394, N7 1.450
9 H -2.04308 0.62570 -1.56617  C2 1.218
10 H -1.17328 2.13600 0.55176  C3 1.068
11 H 0.84452 0.63734 2.00537  C4 1.156
12 H -0.41156 -1.61663 0.70954  C5 1.069
13 H 1.13919 -1.31244 1.78593  C5 1.186
14 H 1.47601 -1.65059 -1.21225  C6 1.011

Results
* gap between HOMO and LUMO: 9.225 eV
* structure (SMILES): O=C[C@H]1[C@H]2CC=NN21
* M: 110.12 g mol⁻¹
* highest occupied orbital energy: -0.344 Ha

Let us look at the natural (NBO) charges, expressed in e, one per atom: number 1, O, carries -0.54; number 2, C, carries 0.42; number 3, C, carries -0.18; number 4, C, carries -0.09; number 5, C, carries -0.50; number 6, C, carries 0.07; number 7, N, carries -0.22; number 8, N, carries -0.25; number 9, H, carries 0.14; number 10, H, carries 0.24; number 11, H, carries 0.21; number 12, H, carries 0.28; number 13, H, carries 0.22; number 14, H, carries 0.20


Which is less stable than every other structure shown? version B is.